1.
This record from the OMol25 dataset describes a structure of composition C29H36BBrFGaN3O4Si. The level of theory is wB97M-V/def2-TZVPD.

ORCA input file:
```
! RIJCOSX wB97M-V def2-TZVPD def2/J DEFGRID3
* xyz 1 1
Ga 0.22 0.54 -1.44
C 3.67 1.25 -2.41
O 2.70 1.14 -1.39
C 3.10 1.20 -0.09
C 4.41 1.28 0.33
C 4.69 1.29 1.70
Br 6.51 1.37 2.26
C 3.69 1.25 2.63
C 2.34 1.20 2.22
C 2.02 1.17 0.84
O 0.79 1.11 0.40
C 1.29 1.19 3.19
N 0.00 1.19 2.84
C -0.79 1.17 3.97
C -2.16 1.15 4.15
C -2.61 1.12 5.46
C -1.74 1.10 6.55
C -0.37 1.13 6.37
C 0.10 1.15 5.07
N 1.37 1.17 4.54
H 4.37 0.41 -2.38
H 4.22 2.20 -2.33
H 3.12 1.23 -3.35
H 5.22 1.32 -0.37
H 3.94 1.27 3.68
H -0.25 1.20 1.85
H -2.84 1.17 3.31
H -3.67 1.10 5.64
H -2.15 1.07 7.54
H 0.31 1.12 7.22
H 2.21 1.17 5.09
C -3.91 0.18 -0.07
Si -3.03 0.17 -1.78
C -4.21 0.59 -3.22
C -2.32 -1.56 -2.04
N -1.62 1.23 -1.68
C -1.82 2.58 -1.64
C -3.07 3.21 -1.51
C -3.19 4.58 -1.49
C -2.07 5.40 -1.56
C -0.81 4.82 -1.68
C -0.73 3.45 -1.73
F 0.52 2.83 -1.87
H -4.57 -0.68 0.04
H -4.51 1.07 0.09
H -3.18 0.14 0.73
H -4.91 -0.23 -3.37
H -3.67 0.75 -4.15
H -4.81 1.47 -3.04
H -3.11 -2.31 -2.06
H -1.64 -1.80 -1.22
H -1.77 -1.63 -2.97
H -3.95 2.60 -1.44
H -4.17 5.01 -1.42
H -2.17 6.47 -1.53
H 0.08 5.42 -1.75
C 2.45 -3.96 -0.04
C 1.17 -3.44 -0.69
C -0.02 -4.11 0.00
O 1.07 -2.01 -0.45
B 0.86 -1.39 -1.63
O 0.90 -2.18 -2.70
C 1.14 -3.54 -2.27
C 2.46 -3.98 -2.91
C 0.01 -4.41 -2.83
H 2.40 -3.75 1.03
H 3.34 -3.48 -0.43
H 2.53 -5.04 -0.18
H 0.06 -3.96 1.07
H -0.03 -5.18 -0.20
H -0.96 -3.68 -0.33
H 3.27 -3.32 -2.61
H 2.35 -3.91 -3.99
H 2.70 -5.00 -2.64
H -0.96 -4.07 -2.48
H 0.16 -5.45 -2.54
H 0.02 -4.34 -3.91
*
```

Properties
Kohn-Sham gap = 0.266 Eh
Strongest force on any atom = 1.83 eV/Å
E = -6504.937320 hartree

Results of the Löwdin charge analysis, in e, for atoms 1 through 8: 0.888, -0.031, -0.157, -0.184, -0.034, -0.667, 0.769, -0.076

***

2.
This record from the OMol25 dataset describes a structure of composition C2H3CoO3. The level of theory is wB97M-V/def2-TZVPD.

ORCA input file:
```
! RIJCOSX wB97M-V def2-TZVPD def2/J DEFGRID3
* xyz 2 5
O -0.46 1.99 -0.06
C -0.30 0.81 -0.25
O 0.01 -0.10 0.59
C 0.48 -2.28 -2.27
O 0.69 -2.62 -1.08
Co 0.50 -1.81 0.55
H 1.10 -2.75 -3.06
H -0.56 -2.09 -2.57
H -0.22 0.34 -1.41
*
```

Properties
Kohn-Sham gap (alpha / beta) = 0.403 / 0.297 Eh
Strongest force on any atom = 4.37 eV/Å
Expectation value of S² = 6.0164
E = -1685.588979 hartree

Results of the natural (NBO) charge analysis, in e, for atoms 1 through 8: 0.047, 0.637, -0.777, 0.386, -0.679, 1.680, 0.238, 0.205

***

3.
This record from the OMol25 dataset describes an isolated molecule of C4H6BrIO. The level of theory is wB97M-V/def2-TZVPD.

ORCA input file:
```
! RIJCOSX wB97M-V def2-TZVPD def2/J DEFGRID3
* xyz 0 1
C -1.73 0.69 0.23
C -0.39 0.46 -0.45
C 0.37 -0.60 0.27
Br -0.30 -2.47 0.25
C 2.14 -0.69 -0.34
O 2.56 -1.69 -0.75
I 3.16 1.14 0.17
H -1.78 0.35 1.35
H -2.43 0.09 -0.19
H -2.10 1.73 0.15
H -0.29 0.21 -1.57
H 0.36 1.24 -0.40
H 0.43 -0.47 1.26
*
```

Properties
Kohn-Sham gap = 0.345 Eh
Strongest force on any atom = 4.98 eV/Å
SMILES = CC[C@@H](Br)C(=O)I
E = -3102.902404 hartree

Results of the natural (NBO) charge analysis, in e, for atoms 1 through 8: -0.607, -0.483, -0.217, -0.007, 0.461, -0.482, 0.039, 0.214

***

4.
This record from the OMol25 dataset describes a structure of composition C16H24N6OPTc. The level of theory is wB97M-V/def2-TZVPD.

ORCA input file:
```
! RIJCOSX wB97M-V def2-TZVPD def2/J DEFGRID3
* xyz 3 4
Tc 0.01 0.03 -1.21
C 2.76 0.40 3.50
N 2.42 0.05 2.11
C 3.23 -0.73 1.31
C 2.61 -0.89 0.12
N 1.42 -0.18 0.19
C 1.33 0.38 1.42
P -0.02 1.50 1.95
C 0.01 2.56 0.46
N 0.02 2.08 -0.79
C 0.03 3.15 -1.65
C 0.03 4.29 -0.90
N 0.02 3.90 0.42
C 0.01 4.84 1.56
C -1.38 0.41 1.38
N -1.45 -0.15 0.16
C -2.64 -0.85 0.05
C -3.29 -0.68 1.23
N -2.50 0.09 2.04
C -2.86 0.46 3.43
H 3.74 0.87 3.51
H 2.77 -0.50 4.10
H 2.02 1.10 3.89
H 4.17 -1.12 1.66
H 2.92 -1.43 -0.76
H 0.04 3.05 -2.73
H 0.04 5.32 -1.19
H 0.05 5.85 1.17
H 0.88 4.66 2.18
H -0.91 4.71 2.13
H -2.94 -1.39 -0.83
H -4.25 -1.06 1.56
H -3.88 0.83 3.43
H -2.18 1.23 3.79
H -2.77 -0.43 4.06
C -0.55 -3.63 -1.86
C 0.04 -2.72 -2.93
C 1.48 -3.04 -3.23
C -0.82 -2.65 -4.17
O 0.03 -1.32 -2.35
H -0.42 -4.66 -2.17
H -1.61 -3.45 -1.72
H -0.03 -3.50 -0.91
H 1.52 -4.00 -3.74
H 2.08 -3.13 -2.32
H 1.92 -2.30 -3.90
H -0.99 -3.67 -4.53
H -0.34 -2.08 -4.96
H -1.80 -2.21 -3.96
*
```

Properties
Kohn-Sham gap (alpha / beta) = 0.286 / 0.245 Eh
Strongest force on any atom = 0.52 eV/Å
Expectation value of S² = 3.7684
E = -1449.025101 hartree

Results of the natural (NBO) charge analysis, in e, for atoms 1 through 8: 1.783, -0.415, -0.257, -0.010, -0.045, -0.505, 0.111, 0.857

***

5.
This record from the OMol25 dataset describes the ion C4H12N3 with charge +1. The level of theory is wB97M-V/def2-TZVPD.

ORCA input file:
```
! RIJCOSX wB97M-V def2-TZVPD def2/J DEFGRID3
* xyz 1 1
C 0.97 -0.10 0.99
C -0.11 0.67 1.69
C 0.72 0.11 -0.57
C -1.09 -1.32 -1.43
N -0.56 -0.10 -1.08
N 1.19 1.39 -1.01
N -1.39 0.09 1.43
H 1.96 0.41 1.15
H 1.02 -1.15 1.32
H -0.05 0.74 2.83
H -0.16 1.71 1.58
H 1.52 -0.61 -0.84
H -2.14 -1.19 -1.46
H -1.00 -1.38 -2.57
H -0.60 -2.14 -0.88
H 0.66 1.71 -1.79
H 2.18 1.50 -1.16
H -1.37 -0.88 1.21
H -1.75 0.55 0.57
*
```

Properties
Kohn-Sham gap (alpha / beta) = 0.216 / 0.269 Eh
Strongest force on any atom = 3.11 eV/Å
E = -323.460447 hartree

Results of the natural (NBO) charge analysis, in e, for atoms 1 through 8: -0.355, -0.287, 0.007, -0.503, -0.100, -0.817, -0.608, 0.263

***

6.
This record from the OMol25 dataset describes a structure of composition C49H48Cl4N7O3S6Tl. The level of theory is wB97M-V/def2-TZVPD.

ORCA input file:
```
! RIJCOSX wB97M-V def2-TZVPD def2/J DEFGRID3
* xyz -2 1
Tl 1.02 1.63 -0.15
C 1.69 3.91 -3.97
C 0.24 3.88 -3.59
C -0.74 3.65 -4.62
C -2.04 3.54 -4.20
C -2.37 3.74 -2.85
C -1.32 3.97 -1.92
N -0.04 4.00 -2.31
C -1.66 4.15 -0.51
C -3.03 4.23 -0.09
C -3.28 4.14 1.28
C -2.24 4.19 2.19
C -0.94 4.17 1.68
N -0.64 4.21 0.36
C 0.20 4.29 2.65
C -0.03 4.90 3.92
C 1.00 4.92 4.87
C 2.22 4.36 4.55
C 2.37 3.80 3.24
C 3.71 3.23 2.81
N 1.38 3.78 2.34
H 1.80 4.14 -5.01
H 2.25 4.64 -3.41
H 2.16 2.95 -3.77
H -0.38 3.50 -5.63
H -2.79 3.35 -4.93
H -3.39 3.59 -2.54
H -3.84 4.30 -0.84
H -4.29 4.11 1.67
H -2.37 4.19 3.27
H -0.97 5.45 4.05
H 0.72 5.32 5.86
H 3.08 4.30 5.25
H 4.53 3.85 3.20
H 3.78 2.19 3.16
H 3.76 3.18 1.71
O -1.58 -1.91 1.51
N -2.41 -1.82 0.67
O -2.87 0.14 1.21
C 5.73 1.47 5.91
S 5.80 0.04 4.75
C 4.63 -1.04 5.49
C 3.25 -0.93 5.33
S 2.40 -0.10 4.10
S 2.36 -1.91 6.55
C 3.67 -2.56 7.36
S 3.54 -3.39 8.76
S 5.21 -2.17 6.62
H 6.44 2.18 5.49
H 5.99 1.15 6.90
H 4.73 1.91 5.96
Cl 2.92 0.39 -1.40
Cl 7.90 -2.90 -2.96
C 6.26 -2.91 -3.42
C 5.42 -1.79 -3.24
C 4.11 -1.78 -3.69
C 3.58 -2.90 -4.39
C 2.14 -2.89 -4.87
C 1.31 -3.77 -3.94
N 0.18 -3.05 -3.41
C -1.12 -3.21 -3.87
C -1.93 -2.52 -3.03
N -1.15 -1.90 -2.07
C 0.11 -2.22 -2.31
O 2.03 -3.42 -6.21
C 1.95 -2.52 -7.32
C 0.50 -1.99 -7.52
C -0.62 -2.80 -7.79
Cl -0.69 -4.50 -7.88
S -2.10 -1.96 -7.80
C -1.30 -0.52 -7.26
C 0.06 -0.66 -7.27
C 4.39 -4.11 -4.52
Cl 3.87 -5.66 -5.11
C 5.74 -4.07 -4.02
H 5.76 -0.90 -2.70
H 3.49 -0.90 -3.53
H 1.82 -1.85 -4.81
H 1.93 -4.12 -3.09
H 0.94 -4.60 -4.55
H -1.38 -3.79 -4.74
H -2.98 -2.34 -3.13
H 0.95 -1.77 -1.85
H 2.29 -3.05 -8.21
H 2.65 -1.74 -7.12
H -1.86 0.39 -7.14
H 0.75 0.19 -7.10
H 6.31 -5.00 -4.01
C -3.84 -3.75 0.59
C -3.81 -2.23 0.89
C -4.77 -1.54 -0.09
C -4.14 -1.96 2.33
C -5.18 -2.66 2.90
C -5.54 -2.47 4.22
C -4.82 -1.57 5.04
C -3.78 -0.82 4.53
C -2.81 -0.08 5.42
C -3.01 1.44 5.30
C -1.36 -0.51 5.21
C -3.60 -0.90 3.10
N -2.98 0.17 2.49
H -3.62 -3.92 -0.47
H -4.85 -4.11 0.77
H -3.20 -4.35 1.28
H -2.04 -1.66 -0.32
H -5.82 -1.74 0.24
H -4.62 -1.95 -1.10
H -4.55 -0.43 -0.17
H -5.78 -3.32 2.27
H -6.36 -3.07 4.67
H -5.04 -1.48 6.08
H -3.11 -0.42 6.42
H -2.79 1.79 4.29
H -2.35 2.01 5.96
H -4.02 1.77 5.55
H -0.99 -0.24 4.20
H -1.20 -1.57 5.35
H -0.67 -0.05 5.96
*
```

Properties
Kohn-Sham gap (alpha / beta) = 0.095 / 0.095 Eh
Strongest force on any atom = 5.33 eV/Å
E = -6907.256580 hartree

Results of the Löwdin charge analysis, in e, for atoms 1 through 8: 0.545, -0.036, -0.317, -0.028, -0.077, -0.002, -0.224, 0.143